Entry from the Open Molecules 2025 dataset: a molecular structure, C23H19CuN3O2SbSe4 (ωB97M-V/def2-TZVPD).

Each line ends with the Mulliken charge.
CARTESIAN COORDINATES (ANGSTROEM)
Cu1 -0.5059 0.6100 -0.5808  -0.622
C1 4.4921 1.9910 -0.1947  -0.447
O1 3.4440 2.9640 -0.3564  -0.469
C2 2.2854 2.3123 -0.0571  -0.184
N1 2.3535 1.1078 0.3088  -0.347
C3 3.7643 0.7043 0.2654  -0.081
C4 3.9353 -0.5531 -0.5718  0.696
C5 3.4526 -1.7449 -0.0340  -0.407
C6 3.5609 -2.9351 -0.7342  -0.196
C7 4.1557 -2.9478 -1.9876  -0.645
C8 4.6291 -1.7656 -2.5333  -0.751
C9 4.5197 -0.5721 -1.8305  -0.312
C10 1.0503 3.1117 -0.1038  1.208
C11 1.1265 4.4983 -0.0978  -0.609
C12 -0.0397 5.2427 -0.0163  -0.484
C13 -1.2472 4.5781 0.0568  -0.582
C14 -1.2471 3.1923 0.0050  0.400
N2 -0.1205 2.4547 -0.0944  -0.205
C15 -2.4655 2.3956 0.0357  0.228
N3 -2.4183 1.1434 -0.1657  0.251
C16 -3.7741 0.6001 -0.0794  0.337
C17 -4.6133 1.8493 0.2789  -0.287
O2 -3.6721 2.9482 0.2636  -0.489
C18 -3.7916 -0.5927 0.8580  0.553
C19 -2.9784 -1.6651 0.5019  -0.284
C20 -2.8646 -2.7688 1.3236  -0.348
C21 -3.6125 -2.8515 2.4903  -0.733
C22 -4.4474 -1.8006 2.8368  -0.660
C23 -4.5248 -0.6668 2.0341  -0.454
H1 5.1933 2.3598 0.5533  0.223
H2 5.0138 1.8931 -1.1435  0.357
H3 4.0660 0.4527 1.2854  0.494
H4 2.9538 -1.7296 0.9280  0.359
H5 3.1576 -3.8432 -0.3016  0.151
H6 4.2266 -3.8741 -2.5426  0.397
H7 5.0780 -1.7618 -3.5194  0.362
H8 4.8743 0.3414 -2.2912  0.141
H9 2.0984 4.9688 -0.1286  0.487
H10 0.0001 6.3231 0.0110  0.422
H11 -2.1903 5.1002 0.1429  0.486
H12 -4.0399 0.2322 -1.0742  0.383
H13 -5.0591 1.8125 1.2703  0.327
H14 -5.3935 2.0514 -0.4521  0.235
H15 -2.3995 -1.6186 -0.4127  0.101
H16 -2.1837 -3.5630 1.0475  0.115
H17 -3.5403 -3.7364 3.1090  0.424
H18 -5.0454 -1.8487 3.7390  0.365
H19 -5.1698 0.1463 2.3433  0.181
Se1 -0.1074 -5.6739 -3.0326  -0.534
Sb1 -0.5414 -5.7250 -0.6685  0.780
Se2 -0.0044 -1.1525 -1.7765  -0.185
Se3 1.2350 -5.4703 0.9354  -0.579
Se4 -2.6689 -6.5241 0.1575  -0.570

Output
* net charge: -1
* E_HOMO (alpha / beta): -4.45 / -4.23 eV
* ΔE to the lowest compared entry with this formula, charge and spin: 40.6 kcal per mole
* frontier orbital gap (alpha / beta): 5.5 / 5.3 eV
* maximum force: 1.280 eV/Å
* spin multiplicity: 2